{"formula": "C29H53FNO11S5", "method": "ωB97M-V/def2-TZVPD", "elements": ["H", "O", "H", "C", "H", "H", "H", "H", "C", "H", "H", "C", "H", "H", "H", "H", "H", "C", "H", "H", "H", "H", "C", "C", "C", "H", "C", "N", "H", "H", "C", "H", "H", "H", "C", "O", "H", "H", "H", "H", "H", "H", "S", "H", "O", "C", "C", "C", "C", "H", "H", "H", "H", "H", "H", "C", "S", "S", "C", "H", "C", "H", "S", "O", "H", "C", "H", "C", "C", "O", "F", "O", "C", "H", "C", "O", "H", "H", "H", "H", "C", "C", "C", "O", "H", "O", "C", "H", "C", "O", "H", "H", "H", "O", "C", "H", "H", "H", "C", "S"], "xyz": [[2.467940, 4.387440, 1.905820], [-0.194060, -5.047560, -2.660180], [2.465940, -0.421560, -2.007180], [-1.294060, -0.485560, -3.530180], [-3.982060, -0.723560, -1.352180], [-1.496060, 4.560440, 0.512820], [1.358940, -3.866560, -1.012180], [-4.780060, 1.904440, 4.450820], [0.264940, 4.654440, 1.768820], [-2.620060, 3.040440, 6.471820], [-0.109060, 5.796440, 2.017820], [-2.950060, -0.409560, -1.843180], [0.767940, -0.499560, 1.706820], [-4.486060, 1.253440, 5.983820], [-3.695060, -0.819560, -3.767180], [-0.938060, -0.291560, -4.528180], [3.936940, 4.480440, -5.176180], [-1.805060, -3.329560, 2.219820], [1.787940, 0.096440, 3.107820], [-0.167060, 5.472440, -0.826180], [1.482940, -5.318560, 1.435820], [0.915940, 4.711440, -4.240180], [-2.423060, 3.386440, 4.371820], [-2.951060, 0.839440, 4.502820], [2.568940, 3.201440, -6.305180], [-0.807060, -3.824560, 6.011820], [2.069940, 4.321440, -4.192180], [2.931940, 0.118440, -0.185180], [2.606940, -6.506560, 0.415820], [-2.329060, 0.473440, 5.438820], [1.556940, 0.202440, 2.079820], [-3.890060, 3.851440, 5.872820], [3.610940, 1.532440, -5.376180], [-1.694060, 4.403440, 4.554820], [-3.225060, 2.989440, 5.439820], [-2.262060, 1.748440, 2.185820], [-3.738060, -3.625560, 2.758820], [0.928940, -3.528560, 4.236820], [1.963940, 1.273440, -5.526180], [2.679940, 1.135440, -0.232180], [-3.134060, 3.914440, 3.683820], [-3.196060, -0.047560, 3.806820], [1.762940, 4.161440, -0.209180], [-0.811060, 3.093440, 0.815820], [-2.740060, -2.968560, -1.433180], [-0.084060, -3.522560, 3.871820], [2.680940, -0.348560, 1.209820], [-2.742060, -0.221560, -3.178180], [2.805940, 4.464440, -5.428180], [-3.249060, -3.710560, 5.286820], [1.754940, -1.397560, -1.083180], [2.328940, 5.405440, -5.901180], [1.414940, 1.300440, 2.089820], [0.488940, -7.482560, 0.856820], [-2.039060, -3.089560, 1.200820], [-2.805060, -3.567560, 3.102820], [-1.905060, -1.813560, -1.495180], [2.367940, 2.615440, -3.776180], [0.416940, -7.200560, -1.227180], [-2.577060, 0.505440, -1.373180], [2.705940, 1.929440, -5.431180], [2.754940, -4.752560, -1.129180], [0.935940, -5.817560, -2.216180], [2.716940, 4.923440, -1.050180], [-0.114060, -2.360560, -3.012180], [-1.068060, -3.612560, 4.882820], [-0.335060, 3.735440, -1.351180], [0.097940, 4.408440, -0.627180], [1.672940, -5.849560, 0.315820], [-0.514060, 1.519440, 3.992820], [0.572940, -3.062560, 1.648820], [-0.985060, -1.447560, -0.449180], [0.586940, -6.796560, 0.111820], [1.984940, 5.953440, 1.250820], [-0.583060, 4.147440, 0.582820], [1.832940, -6.280560, -3.280180], [1.456940, 3.232440, -6.579180], [-1.674060, -2.637560, -3.338180], [1.099940, -8.005560, -1.358180], [-0.783060, 0.327440, -2.931180], [-0.510060, -3.324560, 2.532820], [-2.457060, -3.640560, 4.496820], [-3.948060, 1.650440, 5.047820], [1.089940, 1.990440, -3.326180], [2.187940, 4.980440, -3.511180], [1.985940, 2.784440, -0.142180], [1.732940, 4.872440, 1.376820], [3.815940, 0.032440, -0.447180], [1.823940, -4.899560, -0.934180], [3.433940, 2.576440, -2.860180], [-0.457060, -7.931560, -1.576180], [3.119940, 3.002440, -7.408180], [-0.422060, -6.212560, 0.315820], [3.532940, -1.202560, 1.724820], [1.913940, -0.307560, -1.228180], [0.318940, 4.035440, 2.639820], [0.996940, 0.130440, -1.229180], [-2.951060, 0.733440, -3.599180], [-1.010060, -1.896560, -2.990180], [-1.832060, 1.846440, 3.572820]], "atomic_forces_ev_per_a": [[1.538, -1.113, 1.589], [-0.401, 0.463, 0.473], [2.824, 0.729, -5.770], [0.870, 0.031, 0.814], [1.956, 0.894, -1.492], [-3.262, 1.710, 0.375], [-0.037, -1.347, 0.947], [-0.766, 0.313, -1.334], [-0.560, 4.191, 0.941], [-0.710, -1.525, -2.036], [0.634, -3.042, -0.030], [-1.856, -0.482, 6.542], [-0.454, 1.168, 0.787], [1.131, 0.193, -1.262], [3.177, 0.759, 0.893], [-0.455, -0.189, -0.546], [-1.676, 0.715, -0.645], [-0.322, 0.429, -3.043], [0.367, -1.216, 0.861], [1.019, -0.564, -0.628], [0.855, -1.127, -3.362], [1.871, -2.192, -0.820], [2.419, 5.482, -4.033], [3.563, -4.828, 0.063], [-1.314, -1.007, -3.005], [-0.366, 0.721, -2.551], [-5.070, -3.245, -3.275], [-7.197, 2.364, 2.031], [-0.754, 1.367, -0.215], [-0.833, 0.296, -2.146], [0.332, -0.088, -2.130], [0.342, -1.531, -1.705], [4.072, -1.787, -0.029], [-1.216, -3.526, -0.284], [-1.967, 0.785, 7.366], [0.807, 0.575, 0.525], [-3.712, -0.145, -1.007], [0.398, 0.015, -0.620], [-2.811, -2.785, -0.769], [0.683, 0.226, 0.584], [0.670, -0.934, -0.395], [0.160, 1.358, 1.273], [3.310, 5.108, -3.630], [0.351, 0.088, -0.580], [-0.485, -0.682, 0.753], [-1.433, 0.313, 0.662], [5.208, -3.739, 4.634], [-3.706, -0.771, -8.714], [1.954, 1.398, -2.690], [0.856, -0.088, -0.926], [-0.414, 0.477, 0.684], [1.767, -1.346, 0.163], [-0.523, -0.637, -1.257], [0.327, -2.490, 1.768], [-0.233, -0.199, -0.491], [3.507, 0.264, 4.721], [1.139, 0.284, 1.301], [-4.982, -0.671, 0.640], [-0.705, -4.051, -3.210], [0.122, -0.493, 0.981], [-0.830, 5.711, 1.214], [5.924, 0.385, -1.710], [1.072, -0.851, -2.843], [-1.873, -1.071, 1.143], [3.237, -0.901, 0.601], [-1.197, -0.946, 0.415], [0.739, -0.013, -0.946], [-0.280, 1.442, -2.312], [2.158, 1.696, 3.067], [1.696, 0.086, -0.275], [-2.029, -0.308, 0.636], [0.306, -0.080, 1.155], [-5.737, 4.114, 1.969], [-0.044, -0.996, 0.075], [0.928, -3.316, 4.537], [-0.573, 0.453, 1.428], [1.404, 0.010, 0.154], [-0.679, -0.739, -2.064], [1.790, -0.298, -0.877], [0.081, -1.051, -0.349], [4.306, 0.126, 2.587], [0.276, -0.069, -0.392], [-3.343, 2.934, 4.414], [1.599, 0.652, -0.596], [2.740, 3.850, 5.315], [0.289, -4.340, 0.806], [-1.910, 1.996, -1.819], [5.022, -1.081, -1.439], [-6.250, -0.518, 1.874], [2.449, -0.622, 1.098], [0.770, 2.778, 0.720], [-1.112, 1.119, 3.266], [1.573, -0.477, 0.012], [-4.496, 4.571, -3.772], [0.431, -4.549, 4.635], [-0.911, -0.299, 0.578], [-2.019, 1.979, 0.050], [-0.375, 1.236, 0.326], [-3.246, 2.210, -0.226], [-1.898, 0.297, -0.200]], "lowdin_charge": [0.083, -0.317, 0.043, -0.174, 0.171, 0.089, 0.107, 0.107, -0.170, 0.159, 0.176, -0.286, 0.109, 0.157, 0.204, 0.117, 0.158, -0.060, 0.080, 0.153, 0.172, 0.187, -0.304, -0.293, -0.196, 0.139, -0.285, 0.145, 0.141, 0.164, 0.025, 0.155, 0.057, 0.190, -0.308, -0.326, 0.066, 0.106, 0.049, 0.123, 0.115, 0.148, 0.675, 0.108, -0.288, -0.017, -0.263, -0.334, -0.254, 0.108, 0.113, 0.155, 0.082, 0.096, 0.094, -0.053, 0.650, 0.697, -0.278, 0.119, -0.177, 0.022, 0.699, -0.314, 0.063, -0.081, 0.125, -0.251, -0.198, -0.314, -0.022, -0.338, -0.348, 0.133, -0.277, -0.331, 0.127, 0.086, 0.094, 0.110, -0.225, -0.061, -0.257, -0.373, 0.007, -0.294, -0.214, 0.121, -0.169, -0.294, 0.184, 0.182, 0.164, 0.064, 0.057, 0.084, 0.063, 0.107, -0.203, 0.660], "largest_force_ha_per_bohr": 0.1848, "e_above_lowest_kcal_mol": 32.7, "mol_weight_g_mol": 771.1, "total_energy_ev": -111818.5526, "charge": 1}

{"formula": "C29H54AlBeBrFN3O12", "method": "ωB97M-V/def2-TZVPD", "elements": ["O", "H", "C", "C", "O", "C", "C", "C", "C", "H", "C", "C", "O", "C", "H", "C", "C", "H", "H", "H", "H", "N", "H", "H", "H", "Br", "H", "C", "F", "H", "H", "O", "O", "H", "H", "C", "C", "C", "C", "C", "C", "H", "H", "H", "H", "O", "H", "O", "C", "H", "C", "H", "H", "H", "H", "H", "N", "O", "H", "H", "H", "H", "C", "H", "H", "C", "H", "C", "H", "H", "H", "H", "C", "C", "Al", "H", "H", "C", "C", "O", "H", "H", "H", "N", "C", "H", "H", "Be", "H", "O", "H", "H", "O", "H", "H", "H", "H", "H", "O", "H", "C", "H"], "xyz": [[4.196045, 3.505975, -1.716452], [1.845851, -1.362292, 1.535782], [2.619930, 0.235944, 4.397344], [4.080396, -1.047879, 0.188051], [-4.974634, -5.311826, 0.667241], [2.803038, -1.899292, -0.411320], [2.772470, -0.944713, 4.954686], [-2.161951, 1.318860, 2.277920], [1.490549, -1.783571, 0.505880], [3.068995, -1.851103, 5.613946], [0.950148, 2.523484, 1.909732], [6.926955, 0.456339, 0.129163], [-7.016236, -4.571984, 0.012629], [-7.508606, 2.153797, -4.778844], [-9.467554, 3.054506, -4.463310], [1.317081, 1.363072, -0.616616], [-0.670419, -1.965790, -0.466801], [6.813340, 2.187455, 1.530316], [6.440270, -1.264205, -1.022978], [0.032277, -0.341887, 2.175833], [-2.528490, -3.604745, -1.285677], [6.187289, -0.233159, -0.946110], [3.322329, 2.455821, 4.468233], [-0.025696, 3.132632, 1.728464], [2.371568, 1.526469, -1.037642], [-1.227811, -3.001483, 2.360471], [1.068252, 3.218269, 4.068701], [4.716213, -0.008330, -0.898507], [7.489398, -2.297944, -1.048381], [4.472650, 1.082577, -0.572905], [-7.779444, -5.022899, 2.305780], [-4.606825, 0.127082, -3.018938], [0.303986, -6.400453, 2.476953], [4.377585, 2.294256, -4.077264], [4.945063, -1.789567, 0.443613], [0.553299, 0.010156, -1.164144], [-8.421830, 3.246540, -4.217378], [-6.723326, -5.287411, 2.232109], [6.318813, 1.133572, 1.450019], [-0.068032, 0.041308, 1.098758], [4.122527, 3.357635, -4.117639], [2.086192, 0.774540, 1.330861], [3.345513, 1.648270, 2.807204], [-4.783955, 1.010387, -3.379504], [-6.611731, -6.344983, 2.481032], [8.212624, 0.508865, -0.003452], [1.171301, -2.876814, 0.759124], [1.232417, -5.920812, 4.341888], [-6.182431, -5.029567, 0.822003], [5.186997, 1.319935, 1.435998], [3.382763, 3.778141, -2.857255], [-5.685083, -1.561610, -2.568625], [-6.263427, -0.639372, -3.978753], [1.810310, 3.245600, 1.600199], [-2.222055, 0.371667, 0.227106], [2.396387, 5.495810, -3.742669], [0.336727, -0.948981, 0.005030], [-8.094423, 1.247818, -5.408160], [-1.218479, 1.904379, 0.338223], [-2.265052, 2.002025, 4.799405], [-1.229688, -1.480217, -1.373238], [3.823326, -0.546830, 1.207604], [1.208124, 2.213572, 3.491163], [4.278592, -0.181836, -1.953425], [-2.678119, -1.677057, 0.708235], [-1.803768, -2.423892, 0.559218], [1.004712, -0.446489, -2.140103], [-5.849769, -0.561079, -2.970829], [2.513191, 5.548548, -1.970370], [-0.410658, 0.508517, -1.618437], [3.169589, -3.006985, -0.335331], [3.517014, 3.538659, -5.009810], [-2.522650, -3.737495, -0.125356], [2.738140, 1.735053, 3.794258], [-1.427977, 0.015192, -3.320417], [5.009109, 4.025278, -1.799356], [-8.322493, 3.286714, -3.130455], [1.073542, 1.223306, 0.974221], [-2.437552, 0.870532, 4.587536], [-6.291792, 2.310857, -4.533562], [0.413797, 1.495598, 3.941032], [6.657143, 0.579619, 2.417817], [3.938962, 5.871127, -2.944856], [0.259191, -6.341036, 3.709450], [-1.423833, 0.899623, 0.897085], [5.065089, 3.904919, -4.218518], [-8.138507, 4.214278, -4.637102], [-0.061462, -0.650257, -5.706730], [2.467414, 3.185841, -2.753728], [-0.756687, -6.699149, 4.307479], [2.671298, -1.716232, -1.535028], [-1.771084, 2.314839, 2.730172], [-2.844745, 0.189965, 5.590287], [-6.542743, -0.019896, -2.322980], [0.710109, 2.276321, -0.964890], [-0.199702, -2.930761, -0.922877], [-1.879465, -4.690147, 0.065676], [-6.164122, -4.689991, 2.955534], [-2.185570, 0.267201, 3.284050], [-3.272642, 1.531313, 1.995471], [3.034217, 5.257664, -2.887308], [-3.597585, -3.885732, 0.278029]], "atomic_forces_ev_per_a": [[-0.115, -0.401, 0.368], [-0.809, -0.612, -1.903], [2.099, -4.777, 2.725], [0.187, -0.834, 0.180], [-1.158, 0.006, 1.044], [1.251, -0.772, 0.504], [-0.129, 6.032, -2.161], [-1.150, 0.869, -0.762], [3.119, -1.273, 1.682], [-0.995, 1.972, -1.688], [0.328, 0.580, -0.138], [4.821, 0.047, 0.081], [0.075, -0.325, 1.448], [2.193, -2.288, -1.196], [0.278, -0.146, -0.060], [-1.452, 0.121, 0.002], [-2.642, -1.025, -1.001], [-0.795, -1.948, -0.298], [2.269, -1.184, -1.011], [-0.505, -0.177, -1.933], [-0.275, -0.091, 1.947], [-2.128, 2.566, 2.866], [-1.090, -1.364, -0.716], [1.652, -1.197, 0.404], [-1.432, -0.511, 1.111], [0.032, 0.494, -0.793], [0.099, -1.717, -1.184], [-0.133, 0.614, 0.116], [-1.290, 0.439, 0.334], [0.608, -1.827, -0.718], [0.220, 0.012, -0.291], [1.030, 0.438, -0.021], [0.061, 0.114, 0.309], [-0.049, 0.062, -0.021], [-1.751, 1.143, -0.472], [1.561, 2.500, -1.839], [-1.826, 1.353, 0.609], [-1.384, -0.273, 2.180], [0.242, 0.998, -0.151], [0.233, 3.759, 1.787], [-0.072, -0.305, -0.095], [-1.737, 0.433, -0.377], [-1.059, 0.166, 1.630], [-0.194, -0.186, -0.018], [0.231, 0.093, -0.364], [-5.870, -0.369, 0.242], [-0.044, 2.282, -0.634], [-0.331, -0.076, -0.322], [1.589, 0.454, -3.585], [1.681, -0.556, 0.055], [0.596, 0.636, -0.425], [0.064, 0.140, -0.026], [-0.143, -0.067, 0.116], [-1.437, -1.296, 0.331], [1.459, 0.661, 1.288], [0.090, 0.033, 0.063], [-0.839, 0.364, -0.651], [-0.191, 1.122, 0.764], [-0.180, -1.820, 1.031], [-0.037, -1.710, -1.258], [0.612, -0.885, 1.701], [0.376, -0.638, -1.919], [-0.174, 1.217, 0.116], [0.766, 0.102, 1.700], [1.998, -0.913, -0.193], [-1.834, -1.203, -1.226], [-0.296, 0.252, 2.168], [-0.364, -0.081, -0.145], [0.001, -0.050, -0.107], [1.171, -1.393, 2.117], [-0.949, 1.967, -0.187], [0.102, 0.020, 0.042], [0.792, 0.121, -0.395], [-0.985, -2.153, -0.344], [-1.293, 0.022, -0.900], [-0.189, -0.096, 0.014], [0.279, -0.216, -0.166], [2.373, -1.393, 0.195], [-1.678, -3.193, 4.428], [-0.841, 0.290, 0.320], [1.575, 0.998, -0.875], [-0.681, 0.626, -2.012], [-0.038, -0.120, -0.123], [-0.215, -0.160, 0.240], [-1.092, -0.303, -0.472], [-0.153, 0.065, -0.004], [0.281, -0.285, -0.084], [0.087, -0.066, -0.155], [0.080, -0.047, 0.181], [0.530, 0.232, -0.328], [-0.001, -0.106, 1.702], [-0.292, -1.822, -0.865], [2.231, 3.064, -5.791], [-0.075, -0.144, -0.051], [0.829, -1.370, 0.219], [-0.295, 1.976, 1.065], [-1.227, 1.713, -0.139], [0.210, -0.008, -0.380], [-0.118, 2.553, 1.803], [1.920, -0.271, 0.335], [-0.306, 0.075, 0.157], [2.056, 0.243, -0.747]], "lowdin_charge": [-0.078, 0.138, -0.119, -0.118, 0.097, -0.116, 0.077, -0.184, -0.125, 0.074, -0.145, -0.312, 0.184, -0.617, 0.096, -0.056, -0.176, 0.116, 0.054, 0.140, 0.094, 0.124, 0.128, 0.114, 0.099, 0.779, 0.131, -0.173, -0.313, 0.107, 0.099, -0.234, 0.121, 0.074, 0.139, -0.193, 0.057, 0.073, -0.005, -0.173, -0.054, 0.107, 0.080, 0.049, 0.112, 0.101, 0.133, 0.159, -0.588, 0.044, -0.514, 0.082, 0.085, 0.140, 0.119, 0.087, -0.185, 0.170, 0.131, 0.173, 0.044, 0.101, -0.182, 0.134, 0.105, -0.654, 0.119, -0.132, 0.082, -0.079, 0.144, 0.085, -0.132, -0.167, 0.814, 0.102, 0.101, -0.227, -0.197, 0.069, 0.104, 0.126, 0.093, -0.595, -0.087, 0.094, 0.106, 0.433, 0.111, 0.168, 0.105, 0.119, 0.043, 0.090, 0.126, 0.173, 0.101, 0.107, -0.123, 0.152, -0.052, 0.070], "largest_force_ha_per_bohr": 0.1346, "mol_weight_g_mol": 771.7, "total_energy_ev": -139698.7929, "charge": 2}